{
  "formula": "C7H12",
  "method": "wB97M-V/def2-TZVPD",
  "orbital_gap_ev": 10.2,
  "e_lumo_ev": 1.1,
  "de_lowest_ev": 3.338,
  "elements": ["C", "C", "C", "C", "C", "C", "C", "H", "H", "H", "H", "H", "H", "H", "H", "H", "H", "H", "H"],
  "coordinates": [[-1.892, -0.042, 0.610], [-1.300, -0.541, -0.690], [-0.088, 0.029, -1.405], [0.866, 1.134, -0.866], [1.156, 0.842, 0.607], [1.234, -0.631, 0.700], [0.032, -1.261, -0.676], [-2.385, 0.930, 0.498], [-2.641, -0.756, 0.975], [-1.130, 0.031, 1.386], [-2.094, -0.860, -1.382], [-0.140, 0.080, -2.496], [1.774, 0.966, -1.448], [0.507, 2.149, -1.077], [2.237, 0.627, 1.152], [0.540, 1.426, 1.306], [1.113, -0.992, 1.723], [2.100, -1.011, 0.179], [0.134, -2.216, -1.232]]
}

***

{
  "formula": "C4H12N2",
  "method": "wB97M-V/def2-TZVPD",
  "smiles": "C=NC.CCN",
  "orbital_gap_ev": 10.5,
  "e_lumo_ev": 1.2,
  "de_lowest_ev": 2.080,
  "elements": ["C", "C", "N", "H", "H", "H", "H", "H", "H", "H", "C", "C", "N", "H", "H", "H", "H", "H"],
  "coordinates": [[1.621, -1.587, 0.524], [0.507, -2.568, 0.119], [-0.644, -1.960, -0.520], [1.242, -0.729, 1.106], [2.185, -2.152, 1.277], [2.041, -1.219, -0.410], [1.026, -3.262, -0.570], [0.217, -3.223, 0.954], [-1.349, -1.846, 0.206], [-1.141, -2.656, -1.070], [-0.643, 2.942, 0.738], [-0.879, 2.215, -1.422], [-1.127, 1.941, -0.206], [-0.332, 3.898, 0.316], [0.102, 2.613, 1.466], [-1.524, 3.217, 1.356], [0.043, 2.758, -1.667], [-1.346, 1.618, -2.198]]
}

***

{
  "formula": "C3H3NO",
  "method": "wB97M-V/def2-TZVPD",
  "smiles": "c1cocn1",
  "orbital_gap_ev": 10.9,
  "e_lumo_ev": 1.0,
  "de_lowest_ev": 1.831,
  "elements": ["C", "C", "C", "H", "H", "H", "N", "O"],
  "coordinates": [[-0.271, -0.184, -0.946], [0.891, -0.109, -0.404], [-0.649, 0.428, 1.002], [-0.364, -0.484, -2.072], [2.048, -0.608, -0.417], [-0.994, 0.742, 1.905], [-1.348, -0.017, 0.086], [0.687, 0.233, 0.846]]
}

***

{
  "formula": "C6H8",
  "method": "wB97M-V/def2-TZVPD",
  "smiles": "C=C=CCC=C",
  "orbital_gap_ev": 10.5,
  "e_lumo_ev": 1.1,
  "de_lowest_ev": 1.551,
  "elements": ["C", "C", "C", "C", "C", "C", "H", "H", "H", "H", "H", "H", "H", "H"],
  "coordinates": [[1.321, 0.574, -1.780], [1.474, 0.617, -0.461], [0.381, 1.009, 0.500], [-0.135, -0.194, 1.267], [-1.178, -0.881, 0.885], [-2.212, -1.554, 0.458], [0.376, 0.846, -2.247], [-2.090, -2.370, -0.251], [2.122, 0.254, -2.441], [2.427, 0.325, -0.020], [-0.442, 1.466, -0.057], [0.755, 1.757, 1.210], [0.423, -0.523, 2.142], [-3.220, -1.325, 0.795]]
}

***

{
  "formula": "C4H7NO",
  "method": "wB97M-V/def2-TZVPD",
  "orbital_gap_ev": 8.8,
  "e_lumo_ev": 0.7,
  "de_lowest_ev": 4.158,
  "elements": ["C", "C", "C", "O", "C", "N", "H", "H", "H", "H", "H", "H", "H"],
  "coordinates": [[0.869, 1.011, 1.842], [1.125, 0.759, 0.400], [-0.879, -1.158, -1.183], [-2.047, -1.889, -1.479], [0.146, 0.840, -0.479], [-0.753, 0.789, -1.273], [1.308, 1.978, 2.125], [-0.196, 1.015, 2.101], [1.363, 0.232, 2.436], [2.126, 0.689, -0.012], [-0.090, -1.224, -1.937], [-0.935, -1.271, -0.100], [-2.035, -1.769, -2.441]]
}

***

{
  "formula": "C6H3IO",
  "method": "wB97M-V/def2-TZVPD",
  "orbital_gap_ev": [7.2, 5.7],
  "e_lumo_ev": [-1.7, -2.9],
  "de_lowest_ev": 1.422,
  "elements": ["C", "C", "C", "C", "C", "C", "O", "I", "H", "H", "H"],
  "coordinates": [[2.288, 1.362, -1.138], [1.421, 0.610, -0.560], [-0.514, -0.710, 0.434], [-1.590, -1.461, -0.125], [0.490, -0.029, 0.095], [-1.965, -1.729, -1.474], [-1.596, -1.686, -2.615], [-4.121, -2.392, -1.328], [3.021, 1.373, -1.864], [-0.702, -0.926, 1.492], [-2.060, -2.003, 0.685]]
}